C9H14N3O | ωB97M-V with the def2-TZVPD basis set

```
27
Properties=species:S:1:pos:R:3:forces:R:3
C -2.1336 -0.4334 -1.0788 0.02 0.35 -0.88
C 2.9915 0.1426 -0.8597 -0.74 -3.57 1.32
C 2.3802 1.2305 -0.1279 -0.96 1.77 -0.07
C 2.2486 -1.0982 -0.7970 1.24 2.12 -1.20
C 0.2724 -0.6426 0.5627 -0.29 -0.38 -0.05
C 1.2279 1.7184 -0.5923 -0.80 0.91 -1.40
C -2.5449 -1.2137 0.0114 0.72 -1.17 3.09
C -0.5720 -1.0001 1.7499 1.05 -0.60 0.24
C -1.9933 -0.6609 1.3954 -0.25 0.13 -0.86
N -1.7554 0.2318 -1.9267 -0.05 0.23 -0.51
N 1.1496 -1.3009 -0.0557 -0.25 -0.44 1.59
N 0.6967 1.3486 -1.9581 2.21 0.72 1.05
O 0.3557 2.6295 -0.1166 0.44 0.18 0.87
H 4.0715 0.0926 -1.0146 -0.41 0.09 -0.27
H 2.6825 1.7969 0.7851 0.45 -0.94 -0.60
H 2.5141 -2.0319 -1.3063 0.50 0.71 -0.12
H -0.1032 0.3215 0.2593 0.11 0.47 -0.56
H -2.2141 -2.2460 -0.0607 0.42 -0.14 -0.43
H -3.5942 -1.3425 0.0804 -1.21 0.44 -0.16
H -0.4777 -1.9928 2.1902 0.35 -0.13 -0.45
H -0.2142 -0.2928 2.5263 -0.34 -0.27 -0.12
H -2.0111 0.3986 1.4184 -0.47 1.27 -0.50
H -2.6279 -0.9171 2.2022 -0.86 -0.70 0.60
H 0.5353 2.0813 -2.6500 0.78 0.59 0.29
H -0.1768 0.8993 -1.9776 -2.46 -1.20 0.64
H 1.3571 0.6460 -2.2481 0.88 -0.43 -0.91
H 0.5771 2.8624 0.8083 -0.11 -0.01 -0.59
```
Forces are in eV/Å.

Summary:
largest force on an atom	3.882	eV Å⁻¹
net charge	+1
spin multiplicity	1
energy relative to the best compared isomer or geometry (same formula, charge and spin)	154.5	kJ/mol
total energy	-590.493688	Eh
Kohn-Sham gap (alpha / beta)	8.560 / 8.561	eV
HOMO level (alpha / beta)	-12.1 / -12.1	eV
LUMO energy (alpha / beta)	-0.13100 / -0.13099	hartree
SMILES string	N#CCCC/C=N/C=C\C=C(/[NH3+])O

natural (NBO) atomic charge list, values in e, 2 entries: atom 1 (C): 0.411, atom 2 (C): -0.368

C37H37IrN5O9Te | ωB97M-V with the def2-TZVPD basis set

```
90
Properties=species:S:1:pos:R:3:forces:R:3
Ir -1.7005 1.3863 0.3721 -1.02 -0.09 -1.31
O -3.8421 1.0243 3.5706 -0.12 -0.16 0.12
C -3.2613 0.5625 2.6314 0.52 0.24 0.06
O -2.0728 1.0929 2.2342 -0.76 0.09 0.78
C -3.6752 -0.6957 1.9368 0.02 -0.07 -0.04
C -4.0979 -1.7760 2.6860 -0.01 0.11 0.02
C -4.3220 -2.9808 2.0431 0.00 -0.11 -0.03
C -4.1115 -3.1401 0.6906 -0.01 0.01 0.04
C -3.7039 -2.0476 -0.0528 -0.02 -0.13 -0.13
C -3.5355 -0.7870 0.5421 0.06 0.15 -0.13
O -3.2751 0.3172 -0.1516 0.38 -0.93 0.18
N -3.3684 -2.3029 -1.4689 0.02 0.04 0.13
O -3.0199 -1.3704 -2.1631 0.03 -0.01 -0.02
O -3.4226 -3.4566 -1.8473 -0.05 0.07 -0.01
N -4.7305 -4.1566 2.8346 0.04 0.04 0.01
O -4.7860 -4.0193 4.0382 -0.03 0.00 -0.03
O -4.9636 -5.1818 2.2300 0.00 0.01 0.01
H -4.2375 -1.6861 3.7544 0.02 0.00 0.00
H -4.2516 -4.1000 0.2177 0.00 0.00 0.01
N -1.7362 3.5114 0.1155 0.64 0.85 0.28
C -2.1888 4.5171 -0.2453 -0.01 -0.05 0.04
N -2.7434 5.6238 -0.6422 -0.02 0.03 0.01
C -3.1099 5.8263 -2.0557 0.05 0.00 0.08
C -4.3954 6.6293 -2.0997 -0.02 0.06 0.00
O -4.2517 7.8343 -1.3747 0.01 -0.02 0.00
C -4.0228 7.5826 -0.0011 -0.02 0.03 -0.02
C -2.7168 6.8378 0.1979 0.05 -0.07 -0.04
H -3.2311 4.8554 -2.5324 -0.01 -0.01 0.01
H -2.3055 6.3759 -2.5520 0.00 -0.01 -0.02
H -5.2225 6.0376 -1.6890 0.00 -0.01 -0.01
H -4.6288 6.8985 -3.1280 -0.02 0.01 0.00
H -4.8543 7.0057 0.4206 0.00 -0.01 0.00
H -3.9742 8.5486 0.4974 -0.02 0.00 0.00
H -2.5854 6.5447 1.2377 0.00 -0.01 0.00
H -1.8737 7.4605 -0.1111 0.00 0.01 0.00
C 8.0549 -2.6981 1.5599 -0.04 0.01 0.00
C 6.6739 -2.1123 1.4613 0.05 -0.01 -0.01
C 5.6086 -2.6495 2.1679 -0.01 -0.03 0.03
C 4.3255 -2.1270 2.0700 0.04 -0.12 -0.05
C 3.2305 -2.7892 2.8764 0.02 0.01 -0.08
C 4.1074 -1.0305 1.2195 -0.06 0.00 -0.03
Te 2.0429 -0.4936 1.2484 0.42 0.09 -0.19
N 0.0167 0.5039 0.2876 0.17 0.44 0.13
C 0.8250 0.9870 -0.5718 -0.30 -0.25 -0.09
O 2.1247 0.6882 -0.4058 0.05 -0.31 0.26
C 0.3449 1.7872 -1.7036 0.12 -0.03 0.01
C -0.9632 1.5212 -2.1326 0.03 0.17 0.16
C -1.5376 2.3126 -3.1235 0.00 0.00 -0.02
C -0.8094 3.3514 -3.6751 0.00 0.00 -0.03
C 0.4947 3.6076 -3.2483 -0.03 -0.02 0.00
C 1.0787 2.8261 -2.2682 0.01 0.00 -0.01
C 1.2696 -2.1886 0.3012 -0.07 -0.03 0.07
C 1.7860 -2.6864 -0.8961 0.03 -0.02 -0.04
C 3.0071 -2.1643 -1.6084 0.00 0.00 0.03
C 1.1223 -3.7708 -1.4700 0.02 0.03 -0.04
C 0.0015 -4.3486 -0.8978 -0.03 -0.06 0.03
C -0.6967 -5.5115 -1.5409 -0.01 0.00 0.02
C -0.4709 -3.8268 0.3065 -0.01 0.01 -0.07
C 0.1410 -2.7511 0.9235 -0.01 -0.02 -0.02
C -0.3908 -2.2686 2.2456 0.03 0.05 0.00
C 5.1745 -0.4188 0.5503 -0.02 0.05 -0.01
C 5.0892 0.8325 -0.2871 -0.02 -0.01 0.01
C 6.4337 -0.9943 0.6755 0.01 0.02 0.04
H 8.0703 -3.5718 2.2086 0.00 0.00 0.00
H 8.7578 -1.9653 1.9583 0.00 0.00 0.00
H 8.4183 -2.9970 0.5759 0.00 0.00 0.00
H 5.7748 -3.5010 2.8179 0.00 0.01 0.00
H 3.6640 -3.4890 3.5877 0.01 0.02 0.02
H 2.5424 -3.3548 2.2435 0.02 0.01 0.02
H 2.6493 -2.0741 3.4697 -0.01 0.02 0.00
H -1.4966 0.6343 -1.7785 0.02 -0.11 -0.19
H -2.5344 2.0843 -3.4783 -0.01 0.01 0.03
H -1.2433 3.9562 -4.4612 0.01 0.00 0.00
H 1.0545 4.4211 -3.6908 0.00 0.00 0.00
H 2.0846 3.0266 -1.9231 0.00 -0.01 -0.01
H 3.2417 -1.1322 -1.3708 -0.02 0.01 -0.02
H 2.8582 -2.2319 -2.6855 0.01 -0.03 0.00
H 3.8784 -2.7720 -1.3541 0.00 0.01 0.01
H 1.5005 -4.1653 -2.4067 0.00 0.01 0.01
H -0.2083 -5.8087 -2.4669 0.00 0.01 0.00
H -1.7341 -5.2560 -1.7617 0.03 0.01 -0.02
H -0.7080 -6.3697 -0.8672 0.01 0.00 0.00
H -1.3435 -4.2731 0.7715 0.01 -0.01 0.01
H -1.3880 -2.6680 2.4125 -0.05 -0.03 0.02
H -0.4692 -1.1802 2.3057 -0.03 0.04 -0.05
H 0.2365 -2.6140 3.0720 0.00 0.02 0.00
H 4.1809 1.3988 -0.1262 -0.03 0.03 0.03
H 5.1527 0.5947 -1.3515 -0.05 -0.01 0.00
H 5.9327 1.4801 -0.0490 0.02 -0.03 -0.03
H 7.2613 -0.5317 0.1476 0.00 0.00 0.01
```
Forces are in eV/Å.

Summary:
largest force on an atom	1.663	eV Å⁻¹
net charge	+1
spin multiplicity	1
energy relative to the best compared isomer or geometry (same formula, charge and spin)	195.7	kJ/mol
total energy	-2754.904333	Eh
Kohn-Sham gap (alpha / beta)	6.896 / 6.994	eV
HOMO level (alpha / beta)	-10.7 / -10.8	eV
LUMO energy (alpha / beta)	-0.14142 / -0.14016	hartree

Löwdin atomic charge list, values in e, 2 entries: atom 1 (Ir): 1.409, atom 2 (O): 0.146

C3H6N2S | ωB97M-V with the def2-TZVPD basis set

```
12
Properties=species:S:1:pos:R:3:forces:R:3
C 0.0976 1.3680 0.3230 -2.02 -0.01 -0.02
C 1.7379 -0.3650 -0.2898 -0.48 0.87 0.30
C 1.4288 -1.3061 0.5918 -0.44 -0.21 0.22
H -0.7720 -0.8152 -1.2896 -0.55 0.21 0.93
H 0.1942 2.4038 0.7289 0.15 -0.92 -0.18
H 1.7361 1.6724 -0.6828 0.76 0.02 -0.35
H 2.5529 -0.5528 -0.9531 0.47 0.21 -0.37
H 0.5538 -1.3114 1.2704 0.90 0.14 -0.46
H 2.1105 -2.1506 0.5602 -0.42 -0.15 0.21
N -1.0652 0.8346 0.5023 0.81 -0.08 -0.15
N 1.1272 0.9110 -0.4775 -0.16 -0.71 0.43
S -1.6496 -0.6029 -0.2223 0.98 0.62 -0.55
```
Forces are in eV/Å.

Summary:
largest force on an atom	2.016	eV Å⁻¹
spin multiplicity	1
energy relative to the best compared isomer or geometry (same formula, charge and spin)	197.3	kJ/mol
total energy	-625.546813	Eh
Kohn-Sham gap	9.288	eV
HOMO level	-8.5	eV
LUMO energy	0.02859	hartree
SMILES string	C=CN/C=N\S

natural (NBO) atomic charge list, values in e, 2 entries: atom 1 (C): 0.240, atom 2 (C): -0.028

C12H42O9 | ωB97M-V with the def2-TZVPD basis set

```
63
Properties=species:S:1:pos:R:3:forces:R:3
C -2.2886 2.6559 2.8926 -0.63 -0.01 1.76
C -1.0897 2.0127 2.3755 1.62 -0.80 -1.96
C 0.0653 1.9158 3.3299 -0.92 0.40 0.03
O -1.4356 0.7091 1.9466 -1.12 -0.93 -0.12
H -2.0482 3.6684 3.1884 -0.09 0.35 0.10
H -2.6109 2.0887 3.8089 -0.11 0.56 -0.88
H -3.0334 2.6760 2.1259 -0.78 -0.05 -0.21
H -0.7492 2.5060 1.4247 -0.05 0.21 0.84
H 0.3318 2.9102 3.5706 0.17 1.27 0.92
H 0.9083 1.6360 2.7450 0.88 -1.28 -0.03
H -0.2190 1.3434 4.2344 0.57 0.09 -0.57
H -0.6887 0.1116 1.9796 0.63 -0.13 -0.04
C -2.1230 1.5646 -2.6722 0.33 1.01 0.97
C -1.7289 0.1109 -2.7607 -0.54 -1.08 0.17
C -1.6386 -0.4039 -4.2108 -2.66 -0.37 0.74
O -0.3868 -0.0360 -2.2394 -0.04 0.51 0.89
H -1.9561 2.0662 -1.6529 0.07 -1.03 -1.29
H -3.1640 1.7708 -2.8823 -0.31 -0.30 -0.28
H -1.5148 2.0706 -3.4210 0.00 0.46 0.10
H -2.4318 -0.5490 -2.1792 0.65 0.76 -0.48
H -1.4895 -1.4510 -4.2772 0.56 -1.30 0.60
H -0.8217 0.0158 -4.7071 0.92 1.21 -1.12
H -2.6183 -0.3720 -4.7673 0.96 0.89 0.47
H -0.2710 0.5122 -1.4121 0.06 -0.59 -1.01
C 1.1928 3.0623 -1.6840 0.49 -0.05 0.20
C 2.0286 2.3328 -0.5809 -0.63 1.99 -0.92
C 2.4617 3.3494 0.5286 0.02 -2.60 0.84
O 1.2557 1.2067 -0.1657 0.02 0.98 -0.06
H 0.2989 3.5688 -1.2133 0.75 -0.61 -0.78
H 0.9330 2.2267 -2.4023 -0.10 1.35 0.55
H 1.8572 3.8455 -2.1977 -1.09 -1.12 0.68
H 2.8905 2.0334 -1.1530 0.69 -0.62 0.20
H 2.7422 4.2772 0.1386 0.48 1.38 -1.06
H 3.3578 2.9872 1.1171 -1.17 0.18 -0.40
H 1.6079 3.5557 1.1764 0.09 -0.23 0.23
H 1.8712 0.5708 0.1880 0.46 -0.73 0.64
C 0.0000 -4.1981 2.1259 -1.88 -0.42 -0.25
C -0.2425 -2.7256 2.4319 0.22 -0.59 -0.58
C 0.2348 -2.4491 3.8006 1.93 0.97 1.77
O 0.4678 -1.8175 1.6116 0.89 0.95 0.22
H 1.0028 -4.4713 2.3778 0.71 -0.21 -0.03
H -0.2730 -4.5263 1.1028 0.37 0.47 0.42
H -0.6933 -4.7682 2.7906 0.58 0.27 -0.33
H -1.2843 -2.4603 2.3797 -0.75 -0.22 -0.19
H -0.1769 -3.0313 4.6099 -0.35 -0.65 -0.09
H 0.0367 -1.4275 4.1132 -0.12 0.36 -0.24
H 1.3616 -2.5413 3.8869 -1.11 -0.13 -0.30
H 0.3770 -1.9340 0.6551 -0.43 -0.85 -0.13
O -0.0785 -2.4755 -0.9331 -0.19 -0.70 -0.22
H 0.1387 -3.0685 -1.6721 0.24 -0.53 0.25
H -0.0535 -1.6528 -1.4138 -0.12 1.32 -0.38
O -2.8829 -1.3206 -0.0265 1.82 0.44 0.94
H -2.4550 -0.8310 0.7567 -0.86 -0.86 -1.75
H -2.1204 -1.7188 -0.5299 -0.91 0.39 1.02
O 3.0393 -0.6336 1.4778 -0.15 0.35 -2.24
H 3.5499 -0.3213 2.1923 0.52 0.16 1.43
H 2.3902 -1.2927 1.7110 -0.58 -0.35 0.69
O 1.0305 -3.6126 -3.3317 -0.76 -1.29 0.59
H 1.3003 -4.4464 -3.7524 0.07 0.90 0.10
H 1.4725 -2.8462 -3.6841 0.59 0.52 -0.68
O 1.7139 -0.9299 -4.1312 -1.13 0.81 0.01
H 1.7309 -0.5579 -5.0293 0.10 -0.28 0.42
H 0.9181 -0.4911 -3.7113 1.16 -0.61 -0.18
```
Forces are in eV/Å.

Summary:
largest force on an atom	2.795	eV Å⁻¹
spin multiplicity	1
energy relative to the best compared isomer or geometry (same formula, charge and spin)	42.6	kJ/mol
total energy	-1159.550387	Eh
Kohn-Sham gap	10.390	eV
HOMO level	-9.9	eV
LUMO energy	0.01937	hartree
SMILES string	CC(C)O.CC(C)O.CC(C)O.CC(C)O.O.O.O.O.O

natural (NBO) atomic charge list, values in e, 2 entries: atom 1 (C): -0.616, atom 2 (C): 0.105

C4H5N | ωB97M-V with the def2-TZVPD basis set

```
10
Properties=species:S:1:pos:R:3:forces:R:3
C 1.1499 -0.0020 0.1294 0.99 -0.02 -0.32
C -0.2242 -0.0046 0.5808 0.19 0.02 0.20
C -1.2607 -0.7450 -0.2287 -0.18 -0.17 -0.02
C -1.2541 0.7491 -0.2246 -0.09 0.20 -0.12
H -0.3312 -0.0046 1.6629 0.02 -0.01 -0.23
H -2.0394 -1.2598 0.3300 0.21 0.12 -0.13
H -0.9201 -1.2566 -1.1228 -0.04 0.09 0.15
H -0.9085 1.2635 -1.1176 -0.05 -0.13 0.20
H -2.0215 1.2718 0.3381 0.13 -0.11 -0.10
N 2.2507 0.0001 -0.2331 -1.19 0.00 0.37
```
Forces are in eV/Å.

Summary:
largest force on an atom	1.246	eV Å⁻¹
spin multiplicity	1
energy relative to the best compared isomer or geometry (same formula, charge and spin)	86.2	kJ/mol
total energy	-210.130915	Eh
Kohn-Sham gap	11.778	eV
HOMO level	-10.8	eV
LUMO energy	0.03527	hartree
SMILES string	N#CC1CC1

natural (NBO) atomic charge list, values in e, 2 entries: atom 1 (C): 0.286, atom 2 (C): -0.354

C2H7BO2S | ωB97M-V with the def2-TZVPD basis set

```
13
Properties=species:S:1:pos:R:3:forces:R:3
B 0.3006 0.2239 0.1580 1.49 -1.85 -3.63
C 1.3567 -1.1660 -2.0916 -1.87 1.65 -2.21
C -1.0251 -0.4758 2.1240 -3.03 0.79 2.55
O 1.6723 -0.9010 -0.8107 -1.83 3.23 4.17
O -0.1223 -0.5496 1.0875 0.46 -0.89 1.36
S -0.4797 1.5839 -0.7850 0.55 0.08 0.12
H 1.8128 -0.4407 -2.8635 0.42 -1.49 0.76
H 0.2951 -0.8877 -2.3158 0.11 -0.73 0.10
H 1.4522 -2.2471 -2.2253 0.37 0.16 -0.80
H -0.7024 -0.8777 3.1017 1.05 0.30 -0.68
H -1.9284 -1.1301 2.0197 0.71 0.52 -0.98
H -1.4486 0.5635 2.3875 0.91 -1.23 -0.87
H -1.6282 1.8777 -0.1042 0.66 -0.55 0.10
```
Forces are in eV/Å.

Summary:
largest force on an atom	5.588	eV Å⁻¹
spin multiplicity	1
energy relative to the best compared isomer or geometry (same formula, charge and spin)	317.2	kJ/mol
total energy	-653.870514	Eh
Kohn-Sham gap	8.750	eV
HOMO level	-8.7	eV
LUMO energy	0.00276	hartree

natural (NBO) atomic charge list, values in e, 2 entries: atom 1 (B): 0.972, atom 2 (C): -0.235

C5H14N2O | ωB97M-V with the def2-TZVPD basis set

```
22
Properties=species:S:1:pos:R:3:forces:R:3
C 2.4238 -0.4705 -0.5363 1.98 -0.77 1.00
O 3.5278 -0.5895 0.4276 -0.72 -0.22 -1.08
C 1.2858 0.2564 0.1561 -0.51 0.84 -1.41
C -0.0578 -0.2851 -0.3303 -1.01 -0.53 -0.58
C -1.3457 0.5107 -0.0355 0.03 0.66 1.26
C -2.3989 -0.2487 0.8105 1.95 -0.73 -1.06
N -3.1458 -1.1120 -0.1061 -0.59 1.38 0.25
N 1.5001 1.6937 -0.0699 0.13 0.67 0.07
H 2.8057 0.0436 -1.4235 -0.32 0.39 0.05
H 2.3189 -1.5008 -0.8782 -0.90 0.00 0.33
H 1.4235 0.1471 1.2271 -0.21 -0.40 0.14
H -0.1378 -1.2985 0.0883 -0.14 0.05 -0.08
H -0.0617 -0.4160 -1.4144 0.57 -0.10 -0.13
H -1.9163 0.8850 -0.8864 0.47 -0.21 -0.43
H -1.0255 1.4242 0.4874 -0.31 -0.15 0.18
H -2.9789 0.4881 1.3441 -0.65 -0.22 0.11
H -1.8049 -0.8856 1.4827 -0.32 0.39 0.61
H -2.5419 -1.7360 -0.6111 -0.13 -0.39 0.16
H -3.9512 -1.5282 0.3265 0.11 -0.53 -0.10
H 3.7948 0.3152 0.5334 0.49 0.71 0.42
H 0.8289 2.2580 0.4341 0.08 -0.08 0.23
H 1.4571 2.0488 -1.0261 0.00 -0.75 0.08
```
Forces are in eV/Å.

Summary:
largest force on an atom	2.344	eV Å⁻¹
spin multiplicity	1
energy relative to the best compared isomer or geometry (same formula, charge and spin)	206.8	kJ/mol
total energy	-383.621932	Eh
Kohn-Sham gap	10.117	eV
HOMO level	-9.1	eV
LUMO energy	0.03757	hartree
SMILES string	NCCC[C@H](N)CO

natural (NBO) atomic charge list, values in e, 2 entries: atom 1 (C): -0.073, atom 2 (O): -0.725

C6H9N | ωB97M-V with the def2-TZVPD basis set

```
16
Properties=species:S:1:pos:R:3:forces:R:3
C 1.5724 -0.0342 -1.6855 2.31 -1.76 -2.01
C 0.7617 -0.0102 -0.6691 -2.40 0.25 1.12
C 0.3658 -1.2116 0.2677 -2.22 -1.71 -2.43
C -0.5400 -0.5348 1.2378 4.50 3.33 0.51
C -1.3399 0.5019 0.4087 -0.23 -2.14 -1.46
C -0.1923 1.2244 -0.2883 0.30 0.51 1.78
H 1.6296 0.7664 -2.4117 0.02 0.29 0.26
H 2.2650 -0.9271 -1.9901 -1.53 1.54 0.93
H 1.1873 -1.7571 0.6189 1.44 -0.28 1.15
H -0.1805 -2.0431 -0.2850 0.39 1.17 -0.05
H 0.2340 0.1791 1.7331 -0.67 -1.15 -0.15
H -1.8049 0.2901 2.5108 0.05 2.49 3.97
H -1.8075 0.0639 -0.5505 -0.35 -0.13 2.22
H 0.3548 1.8213 0.4853 -0.22 0.22 -1.17
H -0.7493 1.7981 -1.0651 1.55 -0.14 0.11
N -1.7561 -0.1271 1.6830 -2.94 -2.50 -4.79
```
Forces are in eV/Å.

Summary:
largest force on an atom	6.146	eV Å⁻¹
spin multiplicity	1
energy relative to the best compared isomer or geometry (same formula, charge and spin)	580.0	kJ/mol
total energy	-288.561123	Eh
Kohn-Sham gap	9.667	eV
HOMO level	-8.6	eV
LUMO energy	0.03761	hartree
SMILES string	C=C1C[C@@H]2N[C@H]2C1

natural (NBO) atomic charge list, values in e, 2 entries: atom 1 (C): -0.405, atom 2 (C): 0.025